(1)
The following is a quantum chemistry calculation of the ion C5H9ClN2 with charge +2 at a distorted geometry, from OMol25.

ORCA input file:
```
! wB97M-V def2-TZVPD RIJCOSX def2/J DEFGRID3
* xyz 2 3
C 0.2197 1.9993 0.1421
C 0.9524 0.9014 0.0489
C -1.2285 0.3118 -0.0941
C 0.3609 -1.0528 1.2029
C 0.2693 -1.1775 -1.2495
N -1.1143 1.6407 -0.0849
N 0.1528 -0.2876 -0.0730
Cl -2.6209 -0.5103 0.0483
H 0.4013 2.9799 0.3065
H 2.0810 0.9882 0.1129
H 0.4062 -2.1078 1.0224
H 1.2798 -0.7428 1.6341
H -0.3951 -0.9512 1.8485
H -0.3944 -2.0290 -1.3719
H 0.1622 -0.5667 -2.2628
H 1.2347 -1.8141 -1.0519
H -1.7669 2.4186 -0.1787
*
```

## Properties
E_LUMO (alpha / beta)	-8.73 / -13.48	eV
Kohn-Sham gap (alpha / beta)	8.3508 / 7.9369	eV
calculated total energy	-20809.29804	eV
relative energy (zero: lowest compared OMol25 entry of this formula, charge and spin)	0.937	eV
HOMO (alpha / beta)	-17.077 / -21.420	eV

---

(2)
The following is a quantum chemistry calculation of a cluster of 2 separate species, C4H13NO in total at a distorted geometry, from OMol25.

ORCA input file:
```
! wB97M-V def2-TZVPD RIJCOSX def2/J DEFGRID3
* xyz 1 2
C -1.9530 -1.2097 1.4018
C -0.7992 -0.4033 0.8030
N -0.8287 -0.3393 -0.6415
C 0.1696 0.4694 -1.3774
C 0.2666 0.0038 -2.7973
H -2.8836 -0.6395 1.3969
H -1.7271 -1.5969 2.3932
H -2.1262 -2.1091 0.7920
H -0.7726 0.5908 1.2489
H 0.0960 -0.9939 1.0173
H -0.7060 -1.3135 -0.9668
H -0.2364 1.4791 -1.2670
H 1.1084 0.4453 -0.8388
H 0.9502 0.6070 -3.3701
H 0.6619 -1.0064 -2.8798
H -0.6659 0.1217 -3.3394
H 3.0940 2.7413 2.9197
H 3.4268 1.3426 2.4171
O 2.9253 1.8105 3.0883
*
```

## Properties
E_LUMO (alpha / beta)	-3.12 / -8.12	eV
Kohn-Sham gap (alpha / beta)	11.1260 / 6.1213	eV
calculated total energy	-7887.55605	eV
relative energy (zero: lowest compared OMol25 entry of this formula, charge and spin)	0.538	eV
HOMO (alpha / beta)	-14.246 / -14.245	eV

---

(3)
The following is a quantum chemistry calculation of a structure of composition C11H24CrIO4P2 at a distorted geometry, from OMol25.

ORCA input file:
```
! wB97M-V def2-TZVPD RIJCOSX def2/J DEFGRID3
* xyz 2 4
C -0.0490 0.1845 -6.8438
C -0.0418 0.9647 -5.5538
H -0.0459 0.8773 -7.6966
H -0.9455 -0.4403 -6.8912
H 0.8394 -0.4518 -6.8935
O -0.0308 2.1608 -5.4102
I -0.0539 -0.3281 -3.7839
Cr -0.0350 0.2047 1.0605
P 2.1876 0.0976 0.3858
C 3.0533 1.3776 1.3372
C 2.9270 -1.4148 1.0783
H 3.9994 -1.4517 0.8373
H 3.8849 0.0058 -1.3483
H 2.4180 -2.2918 0.6630
H 2.2807 -0.5475 -1.9254
H 2.7231 1.3282 2.3881
H 2.7914 -1.4134 2.1696
C 2.8056 0.1951 -1.3144
H 4.1369 1.1989 1.2777
H 2.5865 1.1822 -1.7324
H 2.8149 2.3711 0.9405
P -2.2584 0.1747 0.3925
C -3.1550 1.4745 1.3033
C -2.8963 0.2380 -1.3017
H -2.5188 -2.2058 0.6539
H -4.0567 -1.3433 1.0042
H -2.7089 -1.3588 2.1994
C -2.9689 -1.3323 1.1344
H -2.3836 -0.5236 -1.9000
H -3.9791 0.0604 -1.3137
H -4.2340 1.3015 1.2044
H -2.8867 2.4626 0.9169
H -2.6735 1.2147 -1.7434
H -2.8718 1.4276 2.3626
C -0.0877 2.0878 1.4074
O -0.1041 3.2196 1.7561
C 0.1512 -1.9458 4.6945
C 0.2911 -1.0365 3.4969
O 0.9350 0.0358 3.6391
O -0.2586 -1.3903 2.3610
H 1.1709 -2.1206 5.0640
H -0.3560 -2.8824 4.4701
H -0.3969 -1.3668 5.4536
*
```

## Properties
E_LUMO (alpha / beta)	-10.15 / -9.24	eV
Kohn-Sham gap (alpha / beta)	4.8153 / 5.7187	eV
calculated total energy	-75069.97996	eV
HOMO (alpha / beta)	-14.965 / -14.962	eV

---

(4)
The following is a quantum chemistry calculation of an isolated molecule of C2H3N at a distorted geometry, from OMol25.

ORCA input file:
```
! wB97M-V def2-TZVPD RIJCOSX def2/J DEFGRID3
* xyz 0 1
C -18.6103 -20.8489 15.4864
C -19.9736 -21.4448 15.3467
N -20.9964 -21.9362 15.2346
H -18.8380 -19.7830 15.4921
H -17.9243 -20.9951 14.6520
H -18.1373 -21.0406 16.4496
*
```

## Properties
E_LUMO	0.79	eV
Kohn-Sham gap	12.6556	eV
calculated total energy	-3612.21926	eV
relative energy (zero: lowest compared OMol25 entry of this formula, charge and spin)	0.139	eV
HOMO	-11.866	eV
structure (SMILES)	CC#N

---

(5)
The following is a quantum chemistry calculation of an isolated molecule of C2H8OP2S at a distorted geometry, from OMol25.

ORCA input file:
```
! wB97M-V def2-TZVPD RIJCOSX def2/J DEFGRID3
* xyz 0 3
C 0.8457 -1.5652 -1.2546
C 0.5669 -0.4394 0.1218
O -0.9483 1.1358 -1.5017
P -0.8186 1.9454 1.2763
P -1.1321 0.2975 -0.0948
S 0.4320 -1.5470 1.5684
H 0.9125 -0.8572 -2.1033
H 0.1086 -2.3254 -1.5043
H 1.6812 -2.0178 -0.8706
H 1.3455 0.4284 0.1353
H -0.0318 1.3737 -1.7740
H -1.1774 1.7696 2.6117
H -1.9935 2.4735 0.7717
H 0.2093 -0.6718 2.6181
*
```

## Properties
E_LUMO (alpha / beta)	0.67 / -2.84	eV
Kohn-Sham gap (alpha / beta)	4.8091 / 6.3023	eV
calculated total energy	-33658.11914	eV
relative energy (zero: lowest compared OMol25 entry of this formula, charge and spin)	1.061	eV
HOMO (alpha / beta)	-4.142 / -9.138	eV

---

(6)
The following is a quantum chemistry calculation of a structure of composition C3H4S4 at a distorted geometry, from OMol25.

ORCA input file:
```
! wB97M-V def2-TZVPD RIJCOSX def2/J DEFGRID3
* xyz 0 1
C -2.2249 0.4973 -0.1148
C -0.0315 -1.0697 0.4761
C -0.3243 0.2575 -0.0893
S -2.7441 2.0037 -0.1021
S -3.0484 -1.0049 -0.2737
S -1.4370 -2.2636 0.1779
S -0.0068 0.1869 -1.9404
H 0.7894 -1.7298 0.1468
H -0.0211 -1.0288 1.6099
H -0.0767 1.1668 0.3358
H 0.3704 1.4892 -2.2743
*
```

## Properties
E_LUMO	-0.24	eV
Kohn-Sham gap	8.2521	eV
calculated total energy	-46514.81546	eV
relative energy (zero: lowest compared OMol25 entry of this formula, charge and spin)	1.165	eV
HOMO	-8.494	eV